{"formula": "C37H29F3GeNPPdSSe2", "method": "ωB97M-V with the def2-TZVPD basis set", "e_above_lowest_kcal_mol": 18.2, "homo_ev": -0.31, "total_energy_ev": -259298.2216, "e_lumo_ev": 4.38, "gap_ev": 4.6900, "total_charge": -2, "mol_weight_g_mol": 944.6, "elements": ["Pd", "Se", "P", "Se", "C", "C", "C", "C", "C", "C", "C", "C", "C", "C", "C", "C", "H", "H", "H", "H", "H", "H", "H", "H", "H", "H", "F", "C", "F", "F", "C", "C", "C", "C", "N", "C", "S", "H", "H", "H", "C", "Ge", "C", "C", "C", "C", "C", "C", "C", "C", "C", "C", "C", "C", "C", "C", "C", "C", "C", "C", "H", "H", "H", "H", "H", "H", "H", "H", "H", "H", "H", "H", "H", "H", "H", "H"], "xyz": [[0.327420, -0.431728, 1.273981], [2.638816, 1.686573, 3.391612], [0.587235, 0.949252, 3.149875], [-1.798045, -1.268242, 1.995452], [-0.499178, 2.464383, 3.099675], [-1.704576, 2.419967, 2.407285], [-2.532345, 3.536774, 2.365712], [-2.163142, 4.708640, 3.009653], [-0.955297, 4.759016, 3.699150], [-0.130664, 3.645576, 3.740088], [0.093481, 0.346787, 4.839855], [-1.237572, 0.016105, 5.101928], [-1.623893, -0.400966, 6.366283], [-0.691580, -0.500736, 7.391963], [0.632426, -0.177720, 7.137903], [1.019280, 0.246196, 5.871751], [-1.991781, 1.492216, 1.916785], [-3.470673, 3.485000, 1.824269], [-2.807925, 5.580257, 2.972952], [-0.653841, 5.672321, 4.201122], [0.824749, 3.681625, 4.251802], [-1.954030, 0.044333, 4.291208], [-2.660367, -0.664570, 6.545293], [-0.995770, -0.831672, 8.379585], [1.372414, -0.253472, 7.927721], [2.050285, 0.506867, 5.668483], [4.412374, -1.028031, -2.907863], [4.918857, -0.498262, -1.776561], [6.002653, 0.223084, -2.162699], [5.398140, -1.526202, -1.050077], [3.934450, 0.344120, -1.027042], [4.108483, 1.718439, -0.979180], [3.159846, 2.509740, -0.365682], [2.088760, 1.880168, 0.243006], [1.923972, 0.559231, 0.231095], [2.795522, -0.217331, -0.424351], [2.386930, -1.909800, -0.583160], [4.978673, 2.161153, -1.444977], [3.257274, 3.584115, -0.316507], [1.329834, 2.444130, 0.765908], [0.618309, -1.933768, -0.178559], [-0.407438, -1.620725, -1.789178], [-2.292279, -2.151461, -1.869269], [-2.901986, -2.929017, -0.887654], [-4.222373, -3.338401, -1.032904], [-4.954141, -2.971722, -2.152596], [-4.361638, -2.189139, -3.135006], [-3.039936, -1.790059, -2.989539], [0.368315, -2.532445, -3.377681], [1.073358, -3.725167, -3.225559], [1.567412, -4.420733, -4.320374], [1.365975, -3.930608, -5.603180], [0.671084, -2.742638, -5.778427], [0.181211, -2.055173, -4.675043], [-0.291938, 0.298411, -2.190444], [0.738874, 0.834213, -2.960326], [0.889470, 2.209623, -3.096124], [0.006192, 3.069061, -2.458537], [-1.021252, 2.549442, -1.680808], [-1.167445, 1.175758, -1.547020], [0.425394, -2.853565, 0.368115], [-2.364582, -3.162560, 0.024321], [-4.686075, -3.923159, -0.246843], [-5.987983, -3.283512, -2.255897], [-4.927932, -1.886699, -4.009017], [-2.588630, -1.174512, -3.762140], [1.245261, -4.112804, -2.226515], [2.117087, -5.343497, -4.172919], [1.754046, -4.467980, -6.461066], [0.514526, -2.348868, -6.776785], [-0.348188, -1.120623, -4.829681], [1.448625, 0.171327, -3.445761], [1.709646, 2.609104, -3.682383], [0.130934, 4.142298, -2.549603], [-1.695674, 3.215980, -1.155451], [-1.937422, 0.776281, -0.893445]], "forces_ev_per_angstrom": [[0.24, 0.46, 0.23], [0.07, 0.04, 0.00], [-0.36, 0.11, 0.22], [-0.03, -0.35, -0.10], [0.15, -0.08, 0.05], [-0.03, -0.05, -0.07], [-0.02, 0.02, -0.01], [0.04, 0.00, 0.02], [-0.06, 0.03, -0.03], [0.03, -0.01, 0.02], [0.01, 0.06, -0.05], [-0.01, 0.08, -0.04], [0.00, -0.02, 0.05], [-0.02, 0.00, -0.02], [0.00, -0.01, 0.03], [0.03, -0.07, -0.04], [0.00, -0.01, 0.01], [0.00, 0.00, 0.00], [0.00, 0.00, 0.00], [0.00, 0.00, 0.00], [0.00, -0.01, 0.00], [-0.02, 0.02, 0.01], [0.00, 0.00, 0.00], [0.00, 0.00, 0.00], [0.00, 0.00, -0.01], [0.00, 0.01, 0.01], [0.01, 0.01, -0.01], [-0.02, 0.01, 0.03], [0.01, 0.00, 0.00], [0.00, -0.01, -0.02], [0.02, -0.03, -0.02], [0.00, 0.03, -0.04], [0.01, -0.03, -0.01], [0.02, -0.06, 0.06], [0.24, -0.04, -0.05], [-0.20, -0.06, -0.16], [0.07, -0.06, 0.04], [0.00, -0.01, 0.00], [0.00, 0.00, -0.01], [-0.01, 0.01, -0.01], [-0.14, 0.08, -0.06], [0.05, -0.02, 0.11], [-0.04, -0.03, 0.01], [-0.02, -0.04, 0.00], [0.01, 0.01, 0.02], [-0.03, 0.00, -0.02], [-0.02, -0.01, 0.00], [0.04, 0.04, -0.01], [0.03, 0.03, -0.02], [-0.02, -0.01, 0.03], [0.01, -0.02, 0.00], [0.01, -0.01, -0.02], [0.00, 0.00, -0.03], [0.00, 0.00, 0.02], [0.01, 0.01, 0.01], [-0.03, -0.01, -0.03], [0.00, 0.02, -0.02], [0.01, 0.00, -0.01], [-0.03, 0.03, 0.01], [0.02, -0.02, 0.04], [-0.03, -0.05, -0.09], [0.01, 0.03, -0.01], [0.00, -0.01, -0.01], [0.00, 0.00, 0.00], [0.00, 0.00, 0.00], [-0.01, 0.00, 0.00], [0.00, -0.01, -0.01], [0.00, 0.00, 0.00], [0.00, 0.00, 0.00], [0.00, 0.01, 0.01], [-0.01, 0.00, -0.01], [0.01, 0.00, 0.00], [0.00, 0.00, 0.00], [0.00, 0.00, 0.00], [0.01, 0.00, 0.01], [-0.01, -0.01, -0.01]]}